The following is a quantum chemistry calculation of F10KN5NaO20S10 as an isolated structure at a distorted geometry, from OMol25.

## Properties
orbital gap = 4.723 eV
total charge = -3
energy above the lowest of the compared OMol25 structures with the same formula, charge and spin = 170.57 kcal/mol
2S+1 = 1

The geometry in XYZ format:
```
47
Properties=species:S:1:pos:R:3:forces:R:3:nbo_charge:R:1
Na 20.62377 11.06124 1.09514 -0.74 0.52 -0.17 0.9836
K 16.84942 7.03046 1.20014 -0.37 0.74 -0.81 0.9882
N 12.71508 10.81944 3.45884 -2.32 2.13 -0.61 -1.0950
S 11.60056 12.02217 3.33564 -1.21 1.11 5.27 2.3983
O 10.56860 11.97432 2.34880 0.72 -0.36 -0.36 -0.8928
O 12.00798 13.30271 3.86464 0.33 -1.01 -1.40 -0.8944
F 10.81804 11.49581 4.71664 -0.11 -0.12 -0.77 -0.5665
S 13.07094 10.64997 1.95530 4.24 -2.53 -3.03 2.4314
O 13.81622 11.67904 1.31892 -1.39 1.40 -0.19 -0.8822
O 12.25268 9.78648 1.14419 -0.15 0.40 0.83 -0.9271
F 14.38920 9.73866 2.26948 -0.17 -1.42 0.52 -0.5695
N 14.90391 16.55174 -1.36669 -0.31 2.83 -4.27 -1.0780
S 14.71946 16.60698 -3.04341 0.09 3.56 -0.74 2.3544
O 13.43893 16.20318 -3.59233 1.41 0.04 0.63 -0.9078
O 15.91294 16.46573 -3.88538 -1.93 -0.10 1.40 -0.9069
F 14.56170 18.22233 -2.94512 -0.09 -0.05 -0.60 -0.5376
S 15.18715 15.07540 -1.29735 0.04 -6.30 4.98 2.4207
O 16.45907 14.62401 -1.81086 -1.34 0.09 -0.35 -0.9084
O 13.94258 14.31875 -1.35287 1.69 -0.09 -1.33 -0.9232
F 15.42141 15.00707 0.28175 0.42 0.33 -0.04 -0.5119
N 18.22880 5.12020 -3.41045 -3.45 0.89 2.39 -1.0722
S 16.94274 5.31357 -2.33743 1.86 -2.54 2.17 2.4150
O 15.67296 4.71805 -2.63891 0.79 0.60 -0.52 -0.8826
O 16.99492 6.45951 -1.49532 -0.19 0.85 -0.37 -0.9505
F 17.54976 4.23771 -1.19785 -0.17 0.17 -0.79 -0.5682
S 17.47557 5.27211 -4.78665 0.44 -0.40 -4.50 2.4352
O 16.59371 6.38804 -5.03718 0.87 -0.62 1.04 -0.9015
O 17.10082 4.03458 -5.43365 0.04 0.42 0.92 -0.9477
F 18.83542 5.61614 -5.58217 -0.26 0.27 0.05 -0.5221
N 18.80295 10.88921 -0.31158 0.46 -2.42 -3.43 -1.2404
S 18.71943 10.13590 -1.84047 3.06 -0.49 -0.97 2.3862
O 18.16608 10.98376 -2.83379 -0.11 -0.66 0.29 -0.8293
O 18.48388 8.71614 -1.76509 0.12 1.43 0.06 -0.8884
F 20.34120 10.17483 -2.22008 -0.79 0.17 0.89 -0.5476
S 17.23315 10.90685 -0.10247 -6.02 3.30 3.38 2.3990
O 16.48475 9.67391 0.14595 1.82 -0.05 -0.91 -0.9648
O 16.48395 11.96441 -0.75588 1.99 -2.26 0.55 -0.7924
F 17.40387 11.39121 1.38816 0.24 0.37 0.69 -0.5068
N 18.93690 15.65126 4.12945 -2.65 1.35 0.13 -1.1007
S 18.38577 14.51879 3.22430 0.99 -4.89 -2.05 2.4170
O 18.57971 14.71832 1.83123 -0.17 0.47 -0.64 -0.9187
O 17.26185 13.73127 3.62660 0.27 0.75 0.46 -0.8853
F 19.61418 13.47426 3.49635 0.74 -0.46 0.54 -0.5812
S 17.65410 16.67069 3.85325 -0.61 3.86 0.51 2.3803
O 16.32416 16.37958 4.31628 1.15 -0.82 -0.21 -0.8825
O 17.74662 17.41264 2.61576 0.35 -0.90 1.13 -0.8973
F 18.12769 17.70314 4.97164 0.43 0.44 0.24 -0.5280
```
Forces are in eV/Å.

The following is a quantum chemistry calculation of C6H9N as an isolated structure at a distorted geometry, from OMol25.

## Properties
orbital gap = 8.769 eV
total charge = 0
energy above the lowest of the compared OMol25 structures with the same formula, charge and spin = 64.80 kcal/mol
2S+1 = 1

The geometry in XYZ format:
```
16
Properties=species:S:1:pos:R:3:forces:R:3:nbo_charge:R:1
C -1.36457 1.60006 -0.21711 -0.03 -0.05 -0.05 -0.6411
C -0.14958 0.73681 -0.06171 -0.05 -0.46 -0.37 0.1323
C 0.01062 -0.62330 0.06601 -0.06 0.00 0.04 -0.1642
C -0.88299 -1.77700 0.15981 0.90 -1.88 1.45 -0.5490
C 1.37791 -0.96574 0.16237 -0.52 -0.41 0.51 -0.2824
C 2.06301 0.22810 -0.04178 0.14 -0.29 0.44 -0.0734
N 1.12129 1.24334 -0.17546 0.27 -0.32 0.14 -0.5086
H -2.20248 1.19709 0.36101 0.14 0.04 -0.10 0.2259
H -1.67944 1.65772 -1.26522 -0.01 0.02 0.12 0.2190
H -1.19415 2.62792 0.12907 0.06 -0.23 -0.01 0.2135
H -0.89216 -2.45553 -0.67999 -0.17 0.38 -0.83 0.2098
H -1.93718 -1.45909 0.36891 0.85 -1.07 0.76 0.2202
H -0.00875 -2.64928 0.85499 -3.89 2.09 -0.84 0.1563
H 1.31943 -2.11164 0.54878 2.27 2.89 -1.23 0.2240
H 3.10695 0.51245 -0.03800 -0.11 -0.26 0.06 0.2098
H 1.31209 2.23810 -0.17166 0.18 -0.44 -0.08 0.4078
```
Forces are in eV/Å.

The following is a quantum chemistry calculation of a 2-piece molecular cluster, C4H11N2 overall at a distorted geometry, from OMol25.

## Properties
orbital gap = 9.194 eV
total charge = +1
energy above the lowest of the compared OMol25 structures with the same formula, charge and spin = 115.87 kcal/mol
2S+1 = 1

The geometry in XYZ format:
```
17
Properties=species:S:1:pos:R:3:forces:R:3:nbo_charge:R:1
C 0.27319 -0.89710 0.50412 0.72 1.62 1.22 0.4605
C -0.90790 -1.24163 0.70769 -3.57 -3.41 0.33 -0.4666
C 1.06003 1.28824 0.46184 -1.33 3.17 0.18 -0.4444
C 2.17626 -0.64202 -0.64472 2.47 0.13 -2.70 -0.4501
N -2.81845 0.55944 -0.30148 -4.80 1.19 5.04 -1.0387
N 1.18736 -0.08306 0.28904 1.63 -3.17 -1.32 -0.3041
H -3.73797 0.20799 -0.01738 0.69 0.34 -0.39 0.3930
H -1.32864 -1.93905 1.56467 0.82 1.76 -2.00 0.3286
H -1.49963 -0.98231 -0.27569 0.52 -1.01 1.97 0.3294
H -2.59959 0.44159 -1.16512 1.70 -0.81 -6.69 0.3543
H 0.84769 1.66033 1.45352 -0.02 -0.54 0.46 0.2576
H 1.88758 1.81953 0.10885 1.83 0.32 -0.27 0.2478
H 0.29452 1.70514 -0.18768 -0.59 -0.31 -0.08 0.2337
H 2.19515 -1.77494 -0.65095 -0.22 1.47 0.39 0.2580
H 1.86754 -0.32075 -1.72223 0.51 -0.44 1.87 0.2361
H 3.26438 -0.25962 -0.50112 -2.08 -0.53 0.17 0.2593
H -2.16151 0.45823 0.37668 1.70 0.24 1.84 0.3454
```
Forces are in eV/Å.

The following is a quantum chemistry calculation of a 2-piece molecular cluster, C6H12O3P overall at a distorted geometry, from OMol25.

## Properties
orbital gap (spin up / spin down) = 5.809 / 5.808 eV
total charge = -1
energy above the lowest of the compared OMol25 structures with the same formula, charge and spin = 95.07 kcal/mol
2S+1 = 1

The geometry in XYZ format:
```
22
Properties=species:S:1:pos:R:3:forces:R:3:nbo_charge:R:1
C -1.50094 -0.05319 -1.97315 -3.09 -1.45 -2.77 -0.7531
C -0.87878 0.77542 -1.17647 3.98 0.76 0.54 -0.0251
C -3.06792 0.99773 1.18516 -1.19 0.16 -0.58 -0.6444
C 2.37898 -2.29488 0.44159 2.18 0.05 0.87 -0.6272
C -2.70833 1.72916 -0.07612 0.60 0.62 1.07 -0.0785
C 3.42217 -1.17946 0.50712 -0.12 -0.63 -0.15 -0.0640
O 2.59941 1.36161 1.05193 -0.45 1.08 2.44 -1.1139
O -1.31895 1.73635 -0.30514 -0.68 -1.26 -0.77 -0.5508
O 3.28120 -0.30740 -0.57889 -1.17 1.42 -1.08 -0.8475
P 2.47892 1.16138 -0.37511 0.37 -1.41 -2.11 1.5149
H -1.06463 -0.60075 -2.84936 0.71 0.41 1.38 0.1836
H -2.61598 -0.17944 -2.25815 0.63 0.61 1.10 0.1004
H -3.56708 1.75638 1.78419 -0.42 -0.59 0.58 0.1885
H -3.66557 0.07908 0.99744 0.47 0.60 0.45 0.1981
H -2.11024 0.82903 1.57349 1.13 -0.89 1.26 0.2327
H 1.37887 -2.00331 0.63575 -0.89 0.20 0.34 0.2243
H 2.52985 -2.51533 -0.58117 -0.62 -1.08 -1.19 0.2112
H 2.79129 -3.12129 1.07715 -0.85 0.47 -0.45 0.1843
H -2.89934 2.74826 0.07331 -0.72 1.70 0.13 0.1519
H -3.29754 1.39261 -0.85497 -0.79 -0.68 -2.13 0.1685
H 4.34434 -1.66974 0.27382 0.95 -0.36 0.39 0.1533
H 3.49027 -0.64221 1.42758 -0.03 0.29 0.67 0.1929
```
Forces are in eV/Å.

The following is a quantum chemistry calculation of one molecule with the formula C4H5N, from OMol25.

## Properties
orbital gap = 10.575 eV
total charge = 0
energy above the lowest of the compared OMol25 structures with the same formula, charge and spin = 65.00 kcal/mol
SMILES string = C#C[C@H]1CN1
2S+1 = 1

The geometry in XYZ format:
```
10
Properties=species:S:1:pos:R:3:forces:R:3:nbo_charge:R:1
C -1.22817 1.08095 -1.66089 0.23 -0.14 0.38 -0.2225
C -0.65378 0.69931 -0.67280 -0.20 0.16 -0.39 -0.0413
C 0.05877 0.25723 0.50805 -0.21 0.03 0.09 -0.1702
C 0.62915 -1.11680 0.53866 -0.10 -0.28 0.01 -0.2357
N 1.50709 0.03959 0.44049 0.19 0.10 -0.16 -0.5552
H -1.73856 1.42354 -2.53419 0.09 -0.07 0.16 0.2375
H -0.27430 0.69815 1.44444 0.03 -0.04 -0.17 0.2260
H 0.47175 -1.73690 -0.34080 0.03 0.13 0.12 0.2016
H 0.67369 -1.65573 1.48240 -0.02 0.14 -0.15 0.2024
H 1.82250 0.16558 -0.51788 -0.03 -0.02 0.10 0.3575
```
Forces are in eV/Å.

The following is a quantum chemistry calculation of C8H24FO8Y as an isolated structure at a distorted geometry, from OMol25.

## Properties
orbital gap = 5.904 eV
total charge = +2
energy above the lowest of the compared OMol25 structures with the same formula, charge and spin = 0.00 kcal/mol
2S+1 = 1

The geometry in XYZ format:
```
42
Properties=species:S:1:pos:R:3:forces:R:3:lowdin_charge:R:1
Y -8.73975 -7.20880 14.06494 -4.39 0.03 -0.56 2.0027
F -10.81862 -6.66202 13.72557 2.25 -0.30 0.30 -0.4421
C -13.28419 -5.34669 11.58770 0.08 -0.21 0.38 -0.2177
C -13.98720 -6.64709 11.91478 -0.72 0.71 0.35 -0.2378
O -13.12577 -7.75635 12.09059 0.14 -0.58 -0.21 -0.0711
O -12.73615 -4.69203 12.74138 0.11 0.14 -0.10 -0.0746
H -14.02232 -4.64304 11.21264 0.07 0.02 -0.22 0.1283
H -12.52153 -5.55706 10.82814 -0.01 0.28 -0.03 0.1234
H -14.70456 -6.86383 11.12160 0.33 -0.33 -0.17 0.1295
H -14.61822 -6.47282 12.80015 0.26 -0.13 0.06 0.1210
H -12.35836 -7.51541 12.61275 0.01 0.41 0.18 0.0203
H -11.99057 -5.17428 13.10722 -0.12 -0.39 -0.14 0.0154
C -13.90609 -7.26768 15.99279 0.59 -0.13 -0.48 -0.2171
C -14.26935 -7.39056 17.43368 -0.31 0.32 0.58 -0.2508
O -13.65339 -6.37780 18.21856 0.01 0.00 -0.07 -0.0531
O -12.46760 -7.40775 15.85902 -0.13 -0.35 -0.07 -0.1023
H -14.20746 -6.29359 15.60101 0.00 0.02 0.05 0.1258
H -14.42067 -8.04985 15.41975 0.08 0.05 0.01 0.1249
H -13.96667 -8.34969 17.85634 0.06 -0.09 -0.16 0.1239
H -15.36082 -7.33135 17.49723 0.04 -0.10 0.07 0.1321
H -14.30441 -5.70796 18.44272 0.00 0.00 0.02 0.0915
H -12.19997 -7.08863 14.99095 -0.17 0.16 0.05 0.0155
C -10.86987 -9.89411 14.34751 -0.58 0.11 0.21 -0.1475
C -10.42384 -10.05720 12.92023 0.55 0.57 -0.14 -0.1063
O -9.68022 -8.83896 12.49989 0.50 0.13 0.49 -0.1727
O -9.94953 -9.06297 15.11810 0.94 0.31 -0.27 -0.1541
H -10.92878 -10.88530 14.79817 0.07 0.07 0.11 0.1516
H -11.85157 -9.42585 14.41163 0.06 0.12 -0.02 0.1220
H -11.31811 -10.13843 12.30599 0.10 -0.11 -0.18 0.1461
H -9.74390 -10.89080 12.77504 -0.05 -0.11 -0.01 0.1375
H -9.57782 -8.86519 11.53981 -0.09 -0.01 -0.05 0.1296
H -10.31283 -9.02487 16.01791 -0.08 0.20 -0.02 0.1309
C -7.78869 -3.99147 14.23314 0.29 0.19 -0.51 -0.1653
C -7.09076 -4.72622 15.35739 -0.69 0.91 -1.14 -0.1111
O -6.83618 -6.10136 14.84653 -0.35 0.16 0.36 -0.1750
O -9.00786 -4.73234 13.98244 0.79 -0.95 0.12 -0.1442
H -7.16785 -3.99225 13.33108 -0.10 0.02 0.01 0.1397
H -8.00072 -2.95192 14.48145 -0.09 -0.09 0.24 0.1560
H -7.81147 -4.70601 16.17538 0.53 -0.67 0.43 0.1463
H -6.14775 -4.23848 15.57636 0.06 -0.16 0.37 0.1534
H -5.88575 -6.18291 14.68499 0.01 -0.20 0.10 0.1408
H -9.69197 -4.22247 13.52373 -0.05 -0.02 0.05 0.1342
```
Forces are in eV/Å.